# C27H43F5N4O19

A cluster of 9 separate species, C27H43F5N4O19 in total at a distorted geometry (ωB97M-V with the def2-TZVPD basis set, the Open Molecules 2025 dataset).

Calculated values
spin multiplicity: 1
DFT total energy: -87142.9559 eV

Positions of all 98 atoms, in Å:
C 1.608 1.115 -0.476
C 0.170 0.728 -0.508
O -0.681 1.640 -0.433
N -0.071 -0.595 -0.588
C -1.441 -1.019 -0.831
H 2.187 0.201 -0.605
H 1.965 1.491 0.484
H 1.785 1.732 -1.357
H 0.741 -1.110 -0.899
H -1.937 -1.624 -0.072
H -1.354 -1.680 -1.694
H -2.261 -0.301 -0.825
C 6.892 -1.807 -2.103
C 6.007 -3.001 -2.063
O 4.867 -2.997 -2.471
N 6.602 -3.960 -1.410
C 6.107 -5.296 -1.117
H 6.321 -0.986 -2.534
H 7.822 -2.020 -2.631
H 6.996 -1.386 -1.103
H 7.580 -3.779 -1.233
H 6.827 -5.922 -0.589
H 5.886 -5.913 -1.988
H 5.239 -5.200 -0.464
C -5.643 -0.916 5.286
C -5.104 -1.469 6.571
O -5.869 -1.655 7.564
N -3.829 -1.654 6.556
C -3.100 -2.103 7.712
H -5.719 -1.664 4.498
H -4.950 -0.282 4.733
H -6.589 -0.420 5.501
H -3.319 -1.623 5.684
H -3.596 -1.821 8.640
H -2.097 -1.677 7.737
H -3.195 -3.188 7.694
C 6.455 -4.607 5.587
C 7.128 -3.345 5.512
O 8.203 -3.199 6.049
N 6.506 -2.347 4.916
C 7.112 -1.076 4.579
H 6.960 -5.328 4.944
H 5.403 -4.496 5.326
H 6.545 -5.154 6.526
H 5.549 -2.327 4.595
H 6.739 -0.309 5.257
H 6.703 -0.920 3.581
H 8.202 -1.084 4.578
C -1.332 4.377 4.588
C 0.075 5.072 4.705
O 0.615 4.326 5.691
C 0.312 3.096 5.551
O 0.942 2.152 5.992
O -0.821 3.075 4.922
F -0.066 6.360 4.981
H -1.605 4.452 3.535
H -2.023 4.832 5.298
H 0.559 4.936 3.737
C -7.789 4.303 1.026
C -6.989 3.865 -0.150
O -7.968 3.083 -0.940
C -8.892 2.788 -0.169
O -9.787 1.992 -0.457
O -8.894 3.485 0.944
F -6.085 3.097 0.367
H -8.067 5.356 1.003
H -7.233 4.150 1.951
H -6.501 4.636 -0.747
C 3.711 5.861 -6.631
C 2.335 5.944 -6.001
O 1.867 7.114 -6.630
C 2.412 7.265 -7.829
O 2.038 7.837 -8.846
O 3.492 6.570 -7.804
F 2.287 6.099 -4.710
H 4.123 4.862 -6.773
H 4.454 6.498 -6.151
H 1.637 5.135 -6.212
C -3.633 2.133 -5.587
C -4.494 3.275 -5.816
O -4.399 3.444 -7.213
C -4.057 2.289 -7.804
O -4.033 2.010 -9.018
O -3.790 1.430 -6.836
F -4.001 4.323 -5.195
H -4.026 1.491 -4.799
H -2.590 2.373 -5.382
H -5.551 3.166 -5.573
C -2.210 -7.480 -3.407
C -0.957 -7.723 -4.233
O 0.054 -7.196 -3.333
C -0.388 -7.128 -2.137
O 0.169 -6.735 -1.130
O -1.648 -7.528 -2.137
F -1.018 -7.049 -5.331
H -3.095 -8.111 -3.321
H -2.632 -6.489 -3.574
H -0.857 -8.765 -4.534

Here are the Löwdin charges for atoms 1 to 4, given in e: atom 1 (C): -0.01, atom 2 (C): -0.56, atom 3 (O): 0.00, atom 4 (N): 0.02

---

# C46H93Br2IN9O9S3

A structure of composition C46H93Br2IN9O9S3 at a distorted geometry (ωB97M-V with the def2-TZVPD basis set, the Open Molecules 2025 dataset).

Calculated values
spin multiplicity: 1
DFT total energy: -261715.3995 eV
charge: +1

Positions of all 163 atoms, in Å:
C -0.638 -5.512 -1.595
C -1.408 -4.124 -1.677
O -1.257 -3.417 -0.417
C -2.392 -2.588 -0.158
C -2.075 -1.270 0.677
C -3.452 -0.631 0.927
C -4.681 -1.534 1.586
C -5.383 -0.820 2.926
O -5.994 -0.943 1.444
C -1.196 -1.650 1.978
S -1.452 -0.091 3.039
C -1.884 -2.748 2.899
Br -0.896 -4.466 3.192
C -2.483 -2.349 4.315
C -1.525 -2.240 5.549
Br -3.566 -4.021 4.803
N 0.252 -1.913 1.661
C 1.152 -1.847 2.866
O 1.956 -3.046 2.989
N 2.758 -2.821 4.130
O 2.497 -3.649 4.916
C 0.825 -1.311 0.409
I 3.039 -1.412 0.313
C 0.253 0.069 -0.052
S 0.858 1.294 1.187
C 0.992 0.565 -1.433
C 1.881 1.866 -1.304
C 1.260 3.205 -1.511
C 2.018 4.445 -1.458
C 3.479 4.450 -1.201
C 4.104 3.147 -1.034
C 5.657 3.099 -0.800
C 3.316 1.896 -1.095
C -1.355 -0.125 -0.288
C -1.892 1.329 -0.204
N -3.157 1.763 -0.822
C -3.959 2.678 0.033
N -1.297 -0.796 -1.624
C -1.990 -0.410 -2.548
S -2.913 0.206 -3.723
H 0.245 -5.432 -0.913
H -0.352 -5.823 -2.639
H -1.333 -6.298 -1.199
H -0.995 -3.491 -2.508
H -2.498 -4.347 -1.825
H -3.063 -2.387 -1.043
H -3.055 -3.310 0.421
H -3.944 -0.476 -0.082
H -3.612 0.301 1.499
H -4.621 -2.687 1.596
H -5.226 -1.858 3.437
H -6.462 -0.819 3.229
H -0.260 0.316 3.552
H -2.784 -3.192 2.388
H -3.324 -1.613 4.310
H -2.015 -2.667 6.469
H -0.533 -2.743 5.462
H -1.346 -1.153 5.795
H 0.296 -2.927 1.398
H 1.734 -0.897 2.942
H 0.545 -1.881 3.821
H 0.657 -1.986 -0.480
H 0.252 2.511 1.043
H 0.244 0.972 -2.177
H 1.514 -0.266 -1.964
H 0.164 3.323 -1.726
H 1.547 5.447 -1.605
H 4.079 5.382 -1.133
H 5.853 2.658 0.222
H 6.058 4.143 -0.793
H 6.179 2.426 -1.532
H 3.910 0.966 -0.992
H -1.136 2.056 -0.634
H -1.957 1.629 0.883
H -2.963 2.304 -1.669
H -5.028 2.601 -0.330
H -3.675 3.758 -0.142
H -3.981 2.400 1.115
C -4.797 3.917 -7.126
C -3.875 2.842 -6.558
C -2.642 2.556 -7.436
O -2.911 1.787 -8.597
C -3.452 2.521 -9.684
N -4.658 1.625 -6.314
H -5.421 3.548 -7.940
H -5.474 4.282 -6.350
H -4.224 4.772 -7.494
H -3.507 3.210 -5.594
H -1.941 1.957 -6.846
H -2.114 3.481 -7.701
H -3.047 3.536 -9.734
H -4.541 2.549 -9.617
H -3.193 1.999 -10.605
H -4.068 0.948 -5.836
H -4.835 1.192 -7.219
C -7.343 5.566 4.968
C -5.840 5.359 4.796
C -5.292 5.893 3.459
O -5.587 5.077 2.333
C -6.894 5.245 1.808
N -5.532 3.935 4.979
H -7.933 4.845 4.401
H -7.621 5.445 6.017
H -7.640 6.571 4.659
H -5.345 5.920 5.595
H -4.200 5.911 3.527
H -5.610 6.927 3.278
H -7.240 6.279 1.890
H -7.592 4.570 2.307
H -6.871 4.970 0.752
H -4.521 3.817 4.973
H -5.836 3.448 4.137
C 0.553 -7.246 8.276
C -0.554 -6.858 7.298
C -0.632 -5.345 7.022
O -1.217 -4.582 8.068
C -0.345 -4.289 9.148
N -1.830 -7.386 7.792
H 0.289 -7.037 9.313
H 0.753 -8.318 8.211
H 1.483 -6.721 8.046
H -0.328 -7.350 6.346
H -1.282 -5.196 6.155
H 0.350 -4.935 6.750
H 0.684 -4.131 8.812
H -0.384 -5.085 9.893
H -0.698 -3.374 9.626
H -2.547 -7.222 7.087
H -2.121 -6.797 8.571
C 5.891 2.504 -7.327
C 5.091 2.287 -6.046
C 5.262 3.414 -5.011
O 6.497 3.387 -4.307
C 7.594 3.939 -5.016
N 5.442 0.977 -5.482
H 6.950 2.276 -7.205
H 5.517 1.851 -8.120
H 5.801 3.535 -7.677
H 4.033 2.264 -6.327
H 4.489 3.287 -4.246
H 5.097 4.401 -5.460
H 7.295 4.784 -5.643
H 8.080 3.171 -5.621
H 8.324 4.291 -4.285
H 4.829 0.788 -4.690
H 6.364 1.068 -5.056
C 6.519 -2.081 -2.641
C 7.179 -1.526 -1.382
C 8.584 -2.096 -1.116
O 8.593 -3.419 -0.601
C 8.418 -4.436 -1.575
N 6.284 -1.743 -0.238
H 6.119 -3.086 -2.498
H 5.678 -1.447 -2.938
H 7.223 -2.108 -3.476
H 7.290 -0.446 -1.528
H 9.056 -1.480 -0.345
H 9.221 -2.024 -2.006
H 8.886 -4.175 -2.529
H 7.356 -4.646 -1.718
H 8.885 -5.346 -1.197
H 6.676 -1.276 0.578
H 6.336 -2.732 0.004

Here are the Löwdin charges for atoms 1 to 4, given in e: atom 1 (C): -0.06, atom 2 (C): -0.22, atom 3 (O): -0.20, atom 4 (C): -0.17

---

# C17H21AsIN2O3PS4Zn

A structure of composition C17H21AsIN2O3PS4Zn (ωB97M-V with the def2-TZVPD basis set, the Open Molecules 2025 dataset).

Calculated values
spin multiplicity: 1
relative energy (zero: lowest compared OMol25 entry of this formula, charge and spin): 20.0 kcal per mole
DFT total energy: -197086.0213 eV
charge: -2

Positions of all 51 atoms, in Å:
Zn -0.379 0.396 -0.137
C -4.561 -0.177 1.347
C -3.958 -1.338 0.630
N -4.737 -2.259 0.124
C -4.185 -3.265 -0.599
C -2.845 -3.416 -0.803
C -2.358 -4.580 -1.617
O -2.068 -5.744 -0.818
C -1.954 -2.465 -0.228
C -0.553 -2.648 -0.292
N 0.322 -1.778 0.114
C 1.672 -2.068 0.150
C 2.319 -3.005 -0.672
C 3.682 -3.227 -0.590
C 4.459 -2.519 0.315
C 3.848 -1.588 1.147
C 2.486 -1.379 1.063
I 1.582 -0.016 2.384
C -2.514 -1.356 0.487
O -1.823 -0.450 1.041
H -5.633 -0.331 1.459
H -4.384 0.734 0.763
H -4.086 -0.035 2.321
H -4.889 -3.969 -1.035
H -1.470 -4.315 -2.199
H -3.136 -4.879 -2.319
H -1.738 -5.426 0.027
H -0.195 -3.631 -0.617
H 1.738 -3.552 -1.404
H 4.145 -3.953 -1.249
H 5.527 -2.688 0.383
H 4.434 -1.021 1.857
S -3.962 2.733 -1.203
As -1.940 2.391 -1.732
S -0.600 2.698 0.007
S -1.549 0.266 -2.206
S -1.414 3.610 -3.394
C 4.103 0.486 -2.361
P 2.290 0.708 -2.436
C 1.726 -0.562 -3.597
C 2.041 2.297 -3.235
O 1.738 0.605 -1.054
H 4.561 0.577 -3.347
H 4.314 -0.497 -1.937
H 4.505 1.249 -1.693
H 2.239 -0.472 -4.557
H 0.652 -0.417 -3.722
H 1.909 -1.543 -3.160
H 2.509 2.307 -4.223
H 2.469 3.075 -2.602
H 0.965 2.501 -3.343

Here are the natural (NBO) charges for atoms 1 to 4, given in e: atom 1 (Zn): 1.55, atom 2 (C): -0.67, atom 3 (C): 0.19, atom 4 (N): -0.43

---

# C29H47Cl2OPSm

A structure of composition C29H47Cl2OPSm at a distorted geometry (ωB97M-V with the def2-TZVPD basis set, the Open Molecules 2025 dataset).

Calculated values
spin multiplicity: 6
relative energy (zero: lowest compared OMol25 entry of this formula, charge and spin): 10.9 kcal per mole
DFT total energy: -85124.2604 eV
charge: -1

Positions of all 81 atoms, in Å:
P 0.113 -1.012 -4.355
C 1.693 -0.384 -5.198
C 1.981 -0.749 -6.667
C 3.397 -0.307 -7.054
C 3.652 1.180 -6.786
C 3.293 1.569 -5.349
C 1.876 1.126 -4.965
C -1.316 -0.130 -5.221
C -1.253 0.046 -6.744
C -2.577 0.626 -7.252
C -2.949 1.939 -6.555
C -2.912 1.815 -5.028
C -1.596 1.214 -4.525
C -0.024 -2.697 -5.147
C 1.177 -3.575 -4.743
C 1.078 -4.997 -5.311
C -0.251 -5.673 -4.961
C -1.446 -4.803 -5.362
C -1.361 -3.376 -4.798
H 2.444 -0.905 -4.577
H 1.250 -0.261 -7.326
H 1.882 -1.828 -6.838
H 3.581 -0.537 -8.110
H 4.115 -0.897 -6.467
H 4.704 1.416 -6.983
H 3.059 1.785 -7.484
H 4.002 1.095 -4.655
H 3.386 2.653 -5.217
H 1.690 1.371 -3.910
H 1.145 1.683 -5.574
H -2.171 -0.796 -5.008
H -3.371 -0.110 -7.064
H -1.050 -0.910 -7.247
H -0.430 0.729 -7.004
H -2.526 0.773 -8.336
H -3.949 2.258 -6.874
H -2.253 2.727 -6.870
H -3.073 2.795 -4.565
H -3.737 1.166 -4.702
H -1.650 1.061 -3.439
H -0.766 1.906 -4.724
H 0.000 -2.515 -6.232
H 2.125 -3.126 -5.070
H 1.216 -3.626 -3.644
H 1.185 -4.961 -6.404
H 1.913 -5.595 -4.929
H -0.288 -5.861 -3.881
H -0.316 -6.648 -5.457
H -2.379 -5.267 -5.025
H -1.493 -4.747 -6.459
H -2.205 -2.794 -5.193
H -1.478 -3.395 -3.703
Sm 0.104 -0.381 -0.385
Cl -2.162 -0.816 -1.454
Cl 2.484 -0.055 -1.248
C -0.421 1.519 0.890
H -0.589 1.487 1.973
C -0.475 2.849 0.437
C -1.162 3.939 1.116
C -1.301 5.181 0.511
C -0.708 5.403 -0.760
C 0.005 4.395 -1.425
C 0.164 3.155 -0.834
H -1.611 3.740 2.101
H -1.866 5.979 1.001
H 0.451 4.557 -2.418
H 0.774 2.362 -1.279
H -0.828 6.372 -1.232
C -0.652 -1.083 3.910
C 0.816 -1.495 3.972
C 1.345 -1.219 2.564
O 0.150 -1.247 1.694
C -1.061 -1.524 2.510
H -1.251 -1.524 4.700
H -0.733 0.012 3.959
H 0.899 -2.572 4.160
H 1.377 -0.963 4.734
H 1.823 -0.229 2.500
H 2.031 -1.989 2.184
H -1.233 -2.611 2.473
H -1.910 -0.981 2.079

Here are the Löwdin charges for atoms 1 to 4, given in e: atom 1 (P): 1.08, atom 2 (C): -0.44, atom 3 (C): -0.21, atom 4 (C): -0.21

---

# C33H50BBrN7O5PY

A structure of composition C33H50BBrN7O5PY at a distorted geometry (ωB97M-V with the def2-TZVPD basis set, the Open Molecules 2025 dataset).

Calculated values
spin multiplicity: 1
relative energy (zero: lowest compared OMol25 entry of this formula, charge and spin): 33.8 kcal per mole
DFT total energy: -136755.0250 eV
charge: +1

Positions of all 99 atoms, in Å:
Y 0.608 -0.119 0.462
C 1.100 2.473 2.927
C -0.033 1.981 3.827
C 0.174 2.489 5.254
C -0.137 0.481 3.812
C -0.593 -0.379 4.822
C -0.406 -1.649 4.320
N 0.109 -1.553 3.086
N 0.270 -0.240 2.767
B 0.790 -2.661 2.229
N 0.119 -2.820 0.820
C -0.882 -3.657 0.520
C -0.930 -3.820 -0.845
C 0.113 -3.022 -1.343
N 0.726 -2.390 -0.336
C 0.710 -3.065 -2.720
C -0.311 -2.851 -3.833
C 1.396 -4.430 -2.882
N 2.255 -2.210 2.007
C 3.360 -2.811 2.464
C 4.428 -1.954 2.305
C 3.881 -0.801 1.726
N 2.573 -0.972 1.528
C 4.560 0.513 1.460
C 3.911 1.275 0.314
C 6.052 0.329 1.201
H 1.198 3.557 3.001
H 0.912 2.251 1.874
H 2.052 2.026 3.226
H -0.972 2.392 3.446
H 1.099 2.091 5.676
H -0.649 2.201 5.908
H 0.239 3.577 5.259
H -0.985 -0.115 5.788
H -0.590 -2.613 4.765
H 0.748 -3.701 2.824
H -1.472 -4.112 1.301
H -1.611 -4.440 -1.404
H 1.480 -2.298 -2.775
H -1.083 -3.625 -3.805
H 0.179 -2.909 -4.806
H -0.794 -1.878 -3.748
H 0.656 -5.232 -2.874
H 2.106 -4.614 -2.075
H 1.935 -4.471 -3.830
H 3.314 -3.810 2.868
H 5.452 -2.136 2.580
H 4.451 1.113 2.371
H 4.074 0.744 -0.626
H 4.338 2.273 0.220
H 2.835 1.412 0.456
H 6.218 -0.287 0.314
H 6.551 -0.145 2.045
H 6.528 1.297 1.040
C -0.001 2.012 -5.707
C -0.835 2.321 -4.490
O -0.022 2.131 -3.309
P -0.467 1.343 -1.987
O 1.115 0.646 -1.700
C 2.020 0.249 -2.771
C 2.905 1.385 -3.231
O -1.235 0.116 -2.691
C -2.534 -0.388 -2.278
C -3.405 -0.545 -3.497
H -0.580 2.200 -6.613
H 0.309 0.964 -5.706
H 0.894 2.635 -5.733
H -1.708 1.676 -4.437
H -1.169 3.358 -4.488
H 1.417 -0.138 -3.592
H 2.619 -0.564 -2.362
H 2.310 2.258 -3.485
H 3.458 1.069 -4.118
H 3.622 1.672 -2.464
H -2.991 0.306 -1.574
H -2.372 -1.337 -1.771
H -3.570 0.413 -3.991
H -4.376 -0.939 -3.188
H -2.969 -1.244 -4.212
Br -5.458 -2.552 3.544
C -4.870 -0.887 2.878
C -5.634 0.250 3.096
C -5.193 1.472 2.603
C -3.989 1.557 1.922
C -3.240 0.407 1.707
C -3.681 -0.825 2.176
C -1.918 0.483 1.040
O -1.232 1.523 1.018
O -1.460 -0.606 0.510
H -6.562 0.181 3.647
H -5.796 2.357 2.762
H -3.623 2.505 1.548
H -3.088 -1.710 1.994
C -3.232 5.013 -0.752
C -2.928 3.774 -1.473
N -2.665 2.802 -2.024
H -4.301 5.079 -0.562
H -2.924 5.870 -1.346
H -2.693 5.019 0.194

Here are the Löwdin charges for atoms 1 to 4, given in e: atom 1 (Y): 1.60, atom 2 (C): -0.06, atom 3 (C): -0.35, atom 4 (C): -0.06